[1]
{
  "formula": "C3H10N2O2",
  "method": "ωB97M-V/def2-TZVPD",
  "symbols": ["C", "C", "O", "O", "H", "H", "H", "H", "C", "N", "N", "H", "H", "H", "H", "H", "H"],
  "positions_angstrom": [[1.74687, -0.20053, 0.89451], [0.41568, -1.05392, -0.84142], [1.46881, 1.02202, 1.34878], [1.04727, -0.80431, -1.85462], [0.97373, 1.49228, 0.62356], [1.79948, -0.96407, 1.66556], [2.42898, -0.25582, 0.04984], [0.10047, -2.06507, -0.54898], [-1.43369, -0.23067, 0.77669], [-0.68822, -0.08125, -0.47226], [-0.27643, 1.26048, -0.73656], [-1.93334, -0.19912, -1.50884], [0.35966, 1.17062, -1.53414], [-1.10385, 1.74699, -1.08406], [-2.37727, 0.30854, 0.68897], [-1.65880, -1.28785, 0.90223], [-0.86934, 0.14166, 1.63075]],
  "lowdin_charge": [-0.11, -0.36, -0.08, -0.03, 0.07, 0.08, 0.08, 0.14, -0.09, -0.33, 0.04, 0.16, 0.10, 0.09, 0.07, 0.09, 0.08],
  "homo_lumo_gap_ev": [6.720, 7.791]
}

---

[2]
{
  "formula": "C24H63BF4N3O16PZn2",
  "method": "ωB97M-V/def2-TZVPD",
  "symbols": ["Zn", "Zn", "B", "F", "F", "F", "F", "P", "O", "O", "O", "O", "C", "O", "C", "C", "N", "C", "C", "O", "C", "H", "H", "H", "H", "H", "H", "H", "H", "H", "H", "H", "H", "H", "H", "H", "C", "O", "C", "C", "N", "C", "C", "O", "C", "H", "H", "H", "H", "H", "H", "H", "H", "H", "H", "H", "H", "H", "H", "H", "C", "O", "C", "C", "N", "C", "C", "O", "C", "H", "H", "H", "H", "H", "H", "H", "H", "H", "H", "H", "H", "H", "H", "H", "C", "C", "O", "O", "H", "H", "H", "H", "H", "H", "C", "C", "O", "O", "H", "H", "H", "H", "H", "H", "C", "C", "O", "O", "H", "H", "H", "H", "H", "H"],
  "positions_angstrom": [[0.39707, 2.20950, 1.94897], [4.41583, -0.62701, 1.01159], [7.53804, 1.56224, 3.34643], [6.51430, 0.95722, 2.60460], [8.66292, 1.68557, 2.49164], [7.13358, 2.76482, 3.78789], [7.84023, 0.77452, 4.44134], [1.30335, 0.03158, 0.20784], [0.89946, 1.38922, -0.34812], [2.30448, -0.98938, -0.29666], [0.16265, -0.19580, 1.27729], [2.23704, 0.67565, 1.26756], [-3.78648, -4.21897, -1.91880], [-4.75211, -3.25126, -2.03675], [-4.07726, -2.00663, -1.86771], [-5.09572, -0.89942, -2.09155], [-6.23278, -0.89153, -1.19635], [-7.26205, 0.10205, -1.36797], [-8.36132, -0.13404, -2.42470], [-9.64156, -0.31288, -1.88652], [-10.58804, -0.51568, -2.96820], [-2.89494, -4.03813, -2.51926], [-4.23318, -5.11855, -2.34226], [-3.55274, -4.41622, -0.87259], [-3.29087, -1.94604, -2.62005], [-3.62869, -1.88989, -0.88118], [-5.43957, -0.82802, -3.12342], [-4.53451, 0.01052, -1.87905], [-6.63116, -1.81931, -1.22133], [-6.88750, 1.10284, -1.58297], [-7.79844, 0.17017, -0.42153], [-8.18655, -1.01084, -3.04821], [-8.28272, 0.71947, -3.09809], [-10.34269, -1.47049, -3.43322], [-10.64693, 0.16987, -3.81357], [-11.58344, -0.57539, -2.52807], [2.28418, 4.53483, 2.45402], [0.97165, 4.32414, 2.03145], [0.27016, 5.43324, 1.47395], [-1.16516, 5.00682, 1.03557], [-1.70271, 3.96294, 1.91432], [-2.99033, 3.52171, 1.38943], [-3.72841, 2.53193, 2.26032], [-3.93734, 3.02860, 3.55734], [-4.82740, 2.20411, 4.36761], [2.93963, 4.72692, 1.60456], [2.65153, 3.61163, 2.90220], [2.39831, 5.35403, 3.16394], [0.76223, 5.81999, 0.58154], [0.25346, 6.09200, 2.34220], [-1.26815, 4.69795, -0.00466], [-1.85844, 5.83670, 1.17251], [-2.20935, 4.57056, 2.54218], [-2.89191, 3.18277, 0.35814], [-3.62903, 4.40416, 1.35125], [-3.37817, 1.50050, 2.22066], [-4.71201, 2.49133, 1.79235], [-5.78296, 1.94474, 3.91184], [-5.07201, 2.73162, 5.28956], [-4.38309, 1.24269, 4.62522], [4.21001, -1.70949, 4.02543], [4.39319, -2.04926, 2.65375], [5.02860, -3.29867, 2.41674], [5.54187, -3.40056, 1.03113], [6.26315, -2.18853, 0.68252], [6.50794, -2.03111, -0.81240], [6.77365, -0.58451, -1.16908], [5.61436, 0.11131, -0.77924], [5.69071, 1.43959, -1.32324], [3.49295, -0.89647, 4.13911], [5.14041, -1.31952, 4.43819], [3.92505, -2.58124, 4.61445], [4.40009, -4.16240, 2.63361], [5.88634, -3.32834, 3.08869], [4.72260, -3.62587, 0.34839], [6.22939, -4.24576, 1.06369], [7.21314, -2.41523, 0.93988], [5.71047, -2.44741, -1.42790], [7.37098, -2.63238, -1.09832], [6.98794, -0.50929, -2.23515], [7.70654, -0.25214, -0.71372], [5.51096, 1.36792, -2.39592], [6.66154, 1.84362, -1.03627], [4.93374, 1.95874, -0.73539], [0.78750, 3.98287, -4.32424], [0.53751, 2.47665, -4.68125], [-0.47267, 2.02734, -3.81461], [1.43613, 4.06645, -3.09787], [-0.17842, 4.43869, -4.10666], [1.31517, 4.47526, -5.14107], [1.45464, 1.88798, -4.66026], [0.22135, 2.37929, -5.71983], [-0.02291, 1.95338, -2.96971], [1.16320, 3.34241, -2.52965], [-0.74285, -3.98744, 3.70574], [-2.12327, -3.41085, 3.57919], [-2.15309, -2.02250, 3.63100], [0.04232, -3.63016, 2.55687], [-0.72435, -5.07183, 3.81463], [-0.18523, -3.58709, 4.55242], [-2.81897, -3.72591, 4.35689], [-2.58962, -3.75348, 2.65548], [-1.58193, -1.69769, 2.93110], [-0.04957, -2.67503, 2.52700], [1.84547, -2.53270, -4.26598], [1.86803, -3.92397, -3.72915], [1.52600, -3.91589, -2.32620], [2.98338, -1.75208, -3.87970], [0.91893, -2.05338, -3.94994], [1.92993, -2.52700, -5.35269], [2.89589, -4.26434, -3.85464], [1.27925, -4.62440, -4.32147], [1.84009, -3.09117, -1.94833], [3.00974, -1.75172, -2.92006]],
  "lowdin_charge": [1.10, 1.04, -1.36, 0.07, 0.07, 0.16, 0.11, -0.02, -0.43, -0.39, -0.45, -0.49, -0.15, -0.17, -0.21, -0.22, -0.07, -0.19, -0.25, -0.18, -0.10, 0.09, 0.09, 0.09, 0.12, 0.13, 0.12, 0.11, 0.11, 0.11, 0.11, 0.12, 0.11, 0.08, 0.08, 0.08, -0.07, -0.30, -0.13, -0.17, -0.06, -0.21, -0.23, -0.18, -0.07, 0.11, 0.10, 0.10, 0.14, 0.13, 0.13, 0.13, 0.11, 0.13, 0.13, 0.13, 0.12, 0.08, 0.09, 0.09, -0.04, -0.25, -0.20, -0.21, -0.03, -0.15, -0.22, -0.25, -0.02, 0.10, 0.10, 0.10, 0.14, 0.14, 0.14, 0.14, 0.13, 0.12, 0.13, 0.14, 0.14, 0.11, 0.11, 0.10, -0.25, -0.24, -0.06, -0.07, 0.11, 0.11, 0.12, 0.11, 0.05, 0.06, -0.23, -0.28, -0.05, -0.07, 0.12, 0.11, 0.12, 0.12, 0.06, 0.04, -0.25, -0.24, -0.06, -0.07, 0.12, 0.12, 0.11, 0.12, 0.04, 0.05],
  "homo_lumo_gap_ev": 5.869
}

---

[3]
{
  "formula": "C3H38N2O15",
  "method": "ωB97M-V/def2-TZVPD",
  "symbols": ["C", "C", "C", "N", "N", "H", "H", "H", "H", "H", "H", "H", "H", "H", "H", "O", "H", "H", "O", "H", "H", "O", "H", "H", "O", "H", "H", "O", "H", "H", "O", "H", "H", "O", "H", "H", "O", "H", "H", "O", "H", "H", "O", "H", "H", "O", "H", "H", "O", "H", "H", "O", "H", "H", "O", "H", "H", "O"],
  "positions_angstrom": [[0.71034, -1.96763, -1.00171], [-0.50565, -1.25470, -0.49354], [-1.44982, -1.92257, 0.19012], [-2.72507, -1.34587, 0.35593], [-0.44689, 0.15815, -0.62450], [1.01512, -2.72997, -0.27952], [0.68591, -2.34948, -2.01760], [1.61079, -1.33650, -0.94239], [-1.33593, -2.96687, 0.44323], [-2.95450, -0.53625, -0.18503], [-3.51024, -1.85522, 0.71101], [0.28262, 0.38593, -1.28662], [-1.28430, 0.68332, -0.82664], [1.37635, 1.88946, 0.93374], [0.04197, 2.48426, 1.36782], [0.92957, 2.73630, 1.04297], [-0.03060, -1.97579, 4.72726], [-0.12270, -3.32422, 4.00908], [0.49995, -2.64328, 4.28080], [-4.25959, 2.56897, 0.26751], [-3.11778, 3.44666, -0.16023], [-3.43139, 2.53807, -0.22689], [3.60279, 2.76373, 0.15554], [3.69669, 3.95817, 1.01991], [4.24170, 3.43451, 0.41895], [0.23557, -3.00058, -4.33321], [1.69950, -3.02171, -3.92923], [0.88429, -3.53283, -3.85707], [-2.90489, 1.12235, -1.49446], [-3.52399, 0.79825, -2.80811], [-2.84753, 0.46222, -2.20579], [-0.23169, -0.95983, -3.40966], [-1.59522, -0.40523, -3.20444], [-1.08370, -0.90863, -3.86387], [3.00018, -3.44745, 2.31823], [2.09922, -2.43638, 3.03906], [2.22992, -2.88603, 2.19041], [1.58908, 0.38355, -4.88149], [2.14140, 0.95998, -3.51897], [1.73641, 0.20067, -3.95476], [2.21543, 3.10377, -1.55396], [0.94944, 3.02755, -2.33932], [1.88284, 2.79259, -2.40605], [0.57013, 2.67572, 3.95514], [-0.54817, 1.66172, 3.71411], [0.24253, 1.82072, 4.24249], [5.28913, -1.13097, -0.79529], [4.22908, -0.51102, -1.70301], [5.12620, -0.38628, -1.38256], [-3.99139, -0.02692, 3.28570], [-2.94069, -0.25429, 2.16173], [-3.48636, 0.42474, 2.60760], [-0.15187, -0.13120, 2.01070], [-0.29287, -1.63126, 2.30092], [-0.60132, -0.76495, 2.57809], [-2.41851, 1.92692, 2.22531], [-1.43852, 1.17043, 1.39609], [-1.58295, 2.06521, 1.73647]],
  "lowdin_charge": [-0.05, -0.39, -0.17, 0.05, 0.12, 0.07, 0.04, 0.07, 0.12, 0.05, 0.09, 0.07, 0.04, 0.03, -0.03, -0.07, 0.05, 0.05, -0.06, 0.06, 0.06, -0.04, 0.00, 0.04, -0.05, 0.03, 0.04, -0.06, 0.00, 0.08, -0.06, -0.02, -0.01, -0.07, 0.04, 0.01, -0.07, 0.04, 0.01, -0.05, 0.02, 0.05, -0.04, 0.03, -0.01, -0.06, 0.03, 0.01, -0.05, 0.05, 0.01, -0.07, 0.02, 0.02, -0.05, 0.04, 0.00, -0.09],
  "homo_lumo_gap_ev": 7.173
}

---

no.,energy (hartree)
1,-380.0622
2,-6644.6054
3,-1375.1707